1.
Below is a cluster of 2 separate species, C8H25N4O in total, with properties calculated with ωB97M-V/def2-TZVPD.

For the HOMO-LUMO gap, the calculation gives 9.78 eV. For the relative energy (zero: lowest compared OMol25 entry of this formula, charge and spin), the calculation gives 12.4 kJ/mol. Its charge is +1. The value obtained for the HOMO energy is -12.7 eV. The calculation puts the max |F| at 0.41 eV/A.

Element x y z (Å)
C1 -2.003 0.204 -2.565
C2 -0.988 -0.085 -1.460
C3 0.271 -0.716 -2.074
C4 -0.783 1.193 -0.594
C5 0.552 1.934 -0.675
N1 1.343 1.810 0.608
C6 1.955 0.475 0.897
C7 2.387 0.393 2.386
N2 2.707 -0.976 2.749
N3 1.276 0.923 3.155
N4 3.553 1.184 2.698
H1 -2.951 0.522 -2.132
H2 -2.200 -0.702 -3.137
H3 -1.641 0.984 -3.239
H4 -1.449 -0.832 -0.812
H5 0.150 -1.795 -2.148
H6 1.193 -0.535 -1.522
H7 0.435 -0.351 -3.091
H8 -1.554 1.907 -0.880
H9 -0.993 0.968 0.457
H10 0.405 3.004 -0.804
H11 1.192 1.584 -1.484
H12 0.741 2.053 1.405
H13 2.083 2.515 0.608
H14 1.227 -0.296 0.652
H15 2.826 0.386 0.251
H16 3.261 -1.455 2.045
H17 1.861 -1.520 2.877
H18 0.401 0.463 2.908
H19 1.427 0.753 4.145
H20 4.425 0.703 2.531
H21 3.570 2.127 2.335
C8 -3.874 -3.044 -1.143
O1 -4.707 -1.894 -1.162
H22 -3.382 -3.097 -2.112
H23 -3.108 -2.976 -0.362
H24 -4.443 -3.964 -0.995
H25 -5.165 -1.845 -0.317

From a natural (NBO) analysis of the wavefunction, the atomic charges in e read: number 1, C, carries -0.601; number 2, C, carries -0.223; number 3, C, carries -0.622; number 4, C, carries -0.434; number 5, C, carries -0.219; number 6, N, carries -0.510; number 7, C, carries -0.263; number 8, C, carries 0.383; number 9, N, carries -0.825; number 10, N, carries -0.865; number 11, N, carries -0.835; number 12, H, carries 0.226; number 13, H, carries 0.225; number 14, H, carries 0.202; number 15, H, carries 0.209; number 16, H, carries 0.236; number 17, H, carries 0.181; number 18, H, carries 0.221; number 19, H, carries 0.246; number 20, H, carries 0.206; number 21, H, carries 0.230; number 22, H, carries 0.230; number 23, H, carries 0.455; number 24, H, carries 0.428; number 25, H, carries 0.229; number 26, H, carries 0.231; number 27, H, carries 0.369; number 28, H, carries 0.373; number 29, H, carries 0.356; number 30, H, carries 0.410; number 31, H, carries 0.390; number 32, H, carries 0.359; number 33, C, carries -0.248; number 34, O, carries -0.723; number 35, H, carries 0.182; number 36, H, carries 0.148; number 37, H, carries 0.177; number 38, H, carries 0.467

2.
Below is a structure of composition C25H45Cl2DyP in a non-equilibrium geometry, with properties calculated with ωB97M-V/def2-TZVPD.

For the HOMO-LUMO gap (spin up / spin down), the calculation gives 4.32 / 4.36 eV. For the relative energy (zero: lowest compared OMol25 entry of this formula, charge and spin), the calculation gives 0.0 kJ/mol. Its charge is -1. The value obtained for the HOMO energy (spin up / spin down) is -1.7 / -1.8 eV. The expectation value of S² is 9.344. The multiplicity is 6. The calculation puts the max |F| at 2.43 eV/A.

Element x y z (Å)
Dy1 0.194 0.071 2.890
P1 0.066 0.562 -0.056
Cl1 1.233 2.364 2.689
C1 -1.853 0.730 2.464
H1 -2.751 0.174 2.142
H2 -2.126 1.800 2.524
C2 1.926 0.814 -0.255
C3 -0.751 2.234 -0.241
C4 2.448 0.887 -1.689
H3 2.056 1.797 0.231
C5 3.941 1.239 -1.683
H4 2.305 -0.083 -2.189
H5 1.892 1.636 -2.272
C6 4.766 0.250 -0.848
H6 4.312 1.265 -2.713
H7 4.063 2.246 -1.263
C7 4.207 0.093 0.570
H8 4.774 -0.727 -1.349
H9 5.806 0.592 -0.796
C8 2.702 -0.220 0.585
H10 4.750 -0.694 1.106
H11 4.364 1.030 1.123
H12 2.534 -1.230 0.181
H13 2.369 -0.224 1.645
C9 -0.590 -0.523 -1.407
C10 -2.267 2.070 -0.413
H14 -0.571 2.662 0.761
C11 -2.958 3.435 -0.347
H15 -2.495 1.586 -1.375
H16 -2.645 1.424 0.389
C12 -2.354 4.440 -1.329
H17 -4.031 3.315 -0.529
H18 -2.841 3.823 0.673
C13 -0.834 4.551 -1.180
H19 -2.594 4.132 -2.355
H20 -2.811 5.424 -1.171
C14 -0.133 3.191 -1.266
H21 -0.423 5.225 -1.939
H22 -0.606 4.986 -0.199
H23 -0.233 2.783 -2.284
H24 0.940 3.315 -1.066
C15 0.115 -1.890 -1.446
H25 -1.631 -0.690 -1.069
C16 -0.620 -2.851 -2.389
H26 1.157 -1.769 -1.785
H27 0.157 -2.332 -0.442
C17 -0.792 -2.267 -3.794
H28 -0.078 -3.803 -2.432
H29 -1.611 -3.062 -1.965
C18 -1.413 -0.866 -3.756
H30 0.190 -2.211 -4.282
H31 -1.420 -2.933 -4.397
C19 -0.662 0.088 -2.813
H32 -1.446 -0.433 -4.763
H33 -2.448 -0.948 -3.399
H34 0.355 0.260 -3.199
H35 -1.165 1.064 -2.792
C20 0.089 -2.495 2.132
C21 -1.222 -2.133 1.916
H36 0.851 -2.358 1.350
C22 -2.330 -2.503 2.851
H37 -1.508 -1.567 1.016
C23 -1.797 -2.886 4.245
H38 -3.049 -1.679 2.927
H39 -2.890 -3.365 2.443
C24 -0.646 -3.887 4.148
H40 -1.437 -1.986 4.761
H41 -2.607 -3.301 4.857
C25 0.522 -3.362 3.286
H42 -0.278 -4.138 5.152
H43 -1.012 -4.818 3.701
H44 1.214 -2.810 3.941
H45 1.105 -4.218 2.909
Cl2 0.531 -0.301 5.327

From a Mulliken analysis of the wavefunction, the atomic charges in e read: number 1, Dy, carries 0.337; number 2, P, carries 0.261; number 3, Cl, carries -0.494; number 4, C, carries -0.808; number 5, H, carries -0.038; number 6, H, carries 0.376; number 7, C, carries -0.353; number 8, C, carries 0.312; number 9, C, carries -0.775; number 10, H, carries 0.967; number 11, C, carries -0.945; number 12, H, carries 0.173; number 13, H, carries 0.229; number 14, C, carries -0.780; number 15, H, carries 0.408; number 16, H, carries 0.366; number 17, C, carries -1.078; number 18, H, carries 0.308; number 19, H, carries 0.408; number 20, C, carries 0.601; number 21, H, carries 0.426; number 22, H, carries 0.377; number 23, H, carries 0.183; number 24, H, carries -0.272; number 25, C, carries -0.381; number 26, C, carries -0.440; number 27, H, carries 0.616; number 28, C, carries -0.930; number 29, H, carries 0.207; number 30, H, carries -0.176; number 31, C, carries -0.693; number 32, H, carries 0.416; number 33, H, carries 0.334; number 34, C, carries -0.984; number 35, H, carries 0.295; number 36, H, carries 0.377; number 37, C, carries -0.483; number 38, H, carries 0.406; number 39, H, carries 0.382; number 40, H, carries 0.092; number 41, H, carries 0.283; number 42, C, carries -0.031; number 43, H, carries 0.789; number 44, C, carries -0.879; number 45, H, carries 0.219; number 46, H, carries -0.594; number 47, C, carries -0.806; number 48, H, carries 0.431; number 49, H, carries 0.347; number 50, C, carries -0.984; number 51, H, carries 0.326; number 52, H, carries 0.430; number 53, C, carries -0.261; number 54, H, carries 0.403; number 55, H, carries 0.371; number 56, H, carries 0.113; number 57, H, carries 0.091; number 58, C, carries -0.312; number 59, C, carries 0.009; number 60, H, carries 0.443; number 61, C, carries -0.823; number 62, H, carries 0.459; number 63, C, carries -0.577; number 64, H, carries 0.308; number 65, H, carries 0.378; number 66, C, carries -0.831; number 67, H, carries 0.115; number 68, H, carries 0.425; number 69, C, carries -0.755; number 70, H, carries 0.365; number 71, H, carries 0.316; number 72, H, carries 0.271; number 73, H, carries 0.308; number 74, Cl, carries -0.571

3.
Below is the molecule C5H8O, with properties calculated with ωB97M-V/def2-TZVPD.

As for the SMILES: CC(=O)C1CC1. For the HOMO-LUMO gap, the calculation gives 10.71 eV. For the relative energy (zero: lowest compared OMol25 entry of this formula, charge and spin), the calculation gives 105.2 kJ/mol. The value obtained for the HOMO energy is -9.7 eV. The calculation puts the max |F| at 0.96 eV/A.

Element x y z (Å)
C1 -2.001 0.097 0.514
C2 -0.728 0.767 0.112
O1 -0.386 1.879 0.455
C3 0.203 -0.223 -0.522
C4 1.566 0.276 -0.830
C5 1.390 -0.675 0.309
H1 -2.458 -0.488 -0.287
H2 -1.509 -0.631 1.168
H3 -2.730 0.726 1.029
H4 -0.264 -0.991 -1.134
H5 1.674 1.323 -0.568
H6 2.035 -0.058 -1.746
H7 1.726 -1.701 0.177
H8 1.482 -0.302 1.325

From a natural (NBO) analysis of the wavefunction, the atomic charges in e read: number 1, C, carries -0.711; number 2, C, carries 0.597; number 3, O, carries -0.553; number 4, C, carries -0.361; number 5, C, carries -0.408; number 6, C, carries -0.391; number 7, H, carries 0.228; number 8, H, carries 0.240; number 9, H, carries 0.235; number 10, H, carries 0.225; number 11, H, carries 0.244; number 12, H, carries 0.218; number 13, H, carries 0.218; number 14, H, carries 0.221

4.
Below is a structure of composition C14H17NO3OsS in a non-equilibrium geometry, with properties calculated with ωB97M-V/def2-TZVPD.

For the HOMO-LUMO gap (spin up / spin down), the calculation gives 3.77 / 7.50 eV. The value obtained for the HOMO energy (spin up / spin down) is -4.4 / -8.0 eV. The expectation value of S² is 6.033. The multiplicity is 5. The calculation puts the max |F| at 6.82 eV/A.

Element x y z (Å)
C1 2.943 2.390 -1.814
C2 2.431 2.421 -3.162
C3 2.222 1.054 -3.602
C4 2.626 0.175 -2.509
C5 3.094 1.014 -1.419
Os1 1.030 1.341 -1.899
N1 -0.628 3.749 0.450
C6 -1.173 4.781 0.985
C7 -0.180 3.214 -0.972
H1 1.845 0.746 -4.573
H2 2.205 3.315 -3.745
H3 2.656 -0.904 -2.551
H4 3.555 0.673 -0.497
H5 3.165 3.257 -1.196
H6 0.171 4.100 -1.523
H7 -0.950 5.809 0.662
H8 -0.524 2.953 1.095
H9 -1.070 2.731 -1.416
H10 -1.883 4.663 1.825
C8 -1.652 -5.304 2.633
C9 -1.440 -3.974 1.979
C10 -2.333 -2.927 2.227
C11 -2.101 -1.657 1.715
C12 -0.965 -1.425 0.928
C13 -0.107 -2.476 0.600
C14 -0.360 -3.747 1.124
S1 -0.728 0.229 0.298
O1 -1.833 0.516 -0.603
O2 -0.530 1.101 1.443
O3 0.637 -0.020 -0.409
H11 -1.639 -5.208 3.724
H12 -2.619 -5.740 2.361
H13 -0.867 -6.007 2.346
H14 -3.224 -3.108 2.823
H15 -2.802 -0.843 1.894
H16 0.731 -2.314 -0.078
H17 0.296 -4.577 0.858

From a natural (NBO) analysis of the wavefunction, the atomic charges in e read: number 1, C, carries -0.349; number 2, C, carries -0.349; number 3, C, carries -0.364; number 4, C, carries -0.366; number 5, C, carries -0.365; number 6, Os, carries 1.114; number 7, N, carries -0.428; number 8, C, carries -0.011; number 9, C, carries -0.662; number 10, H, carries 0.253; number 11, H, carries 0.249; number 12, H, carries 0.254; number 13, H, carries 0.253; number 14, H, carries 0.248; number 15, H, carries 0.186; number 16, H, carries 0.188; number 17, H, carries 0.459; number 18, H, carries 0.240; number 19, H, carries 0.201; number 20, C, carries -0.630; number 21, C, carries -0.007; number 22, C, carries -0.220; number 23, C, carries -0.188; number 24, C, carries -0.260; number 25, C, carries -0.203; number 26, C, carries -0.210; number 27, S, carries 2.357; number 28, O, carries -0.945; number 29, O, carries -0.993; number 30, O, carries -0.999; number 31, H, carries 0.222; number 32, H, carries 0.221; number 33, H, carries 0.215; number 34, H, carries 0.212; number 35, H, carries 0.226; number 36, H, carries 0.241; number 37, H, carries 0.210